Entry 1:
DFT (ωB97M-V/def2-TZVPD) results for the molecule C2H2Cl3NO2 at a distorted geometry.

Element x y z (Å)
O (1.506, 1.179, -0.175)
N (0.479, 1.307, 0.373)
O (-0.089, 2.283, 0.755)
C (-0.210, -0.049, 0.620)
Cl (-1.941, 0.379, 1.083)
Cl (0.615, -1.101, 1.799)
C (-0.123, -0.794, -0.870)
Cl (-0.648, -2.474, -0.896)
H (-0.591, -0.117, -1.638)
H (1.002, -0.614, -1.052)

Atoms 1-6, force components in eV/Å:
3.0 0.8 -1.4
-2.2 -1.3 1.9
0.4 1.0 -0.1
-2.2 -1.6 -1.7
1.5 -1.0 -0.2
-0.4 1.1 -0.5

Calculated values
- Net charge: 0
- Molecular weight: 178.402 Da
- SMILES string: O=[N+]([O-])C(Cl)(Cl)CCl
- Orbital gap: 10.710 eV
- ΔE to the lowest compared entry with this formula, charge and spin: 88.9 kcal/mol
- Spin multiplicity: 1
- E_HOMO: -11.2 eV

Here are the natural (NBO) charges for atoms 1 to 4, given in e:
1. O -0.34
2. N 0.51
3. O -0.32
4. C 0.01


Entry 2:
DFT (ωB97M-V/def2-TZVPD) results for a cluster of 2 separate species, C12H23FO3 in total.

Element x y z (Å)
C (-4.459, -2.556, 2.290)
C (-3.013, -2.530, 2.775)
O (-2.690, -1.194, 3.171)
C (-1.363, -0.928, 3.395)
F (-0.952, -1.564, 4.570)
C (-1.177, 0.582, 3.510)
O (0.218, 0.800, 3.289)
C (0.711, -0.200, 2.523)
O (1.829, -0.222, 2.125)
C (-0.342, -1.275, 2.317)
H (-4.948, -3.493, 2.564)
H (-4.509, -2.464, 1.200)
H (-5.007, -1.712, 2.717)
H (-2.873, -3.210, 3.623)
H (-2.337, -2.853, 1.975)
H (-1.743, 1.041, 2.691)
H (-1.524, 1.017, 4.446)
H (-0.781, -1.249, 1.316)
H (0.165, -2.230, 2.471)
C (2.927, 0.298, -4.565)
C (1.912, 1.383, -4.219)
C (2.293, 2.204, -2.988)
C (2.407, 1.402, -1.690)
C (1.147, 0.634, -1.297)
C (-0.060, 1.532, -1.041)
H (3.024, -0.434, -3.762)
H (2.631, -0.242, -5.466)
H (3.913, 0.731, -4.744)
H (0.927, 0.930, -4.076)
H (1.811, 2.061, -5.070)
H (1.564, 3.009, -2.859)
H (3.252, 2.697, -3.175)
H (2.668, 2.087, -0.878)
H (3.240, 0.698, -1.765)
H (1.362, 0.065, -0.390)
H (0.899, -0.102, -2.068)
H (0.155, 2.250, -0.247)
H (-0.929, 0.945, -0.735)
H (-0.348, 2.093, -1.932)

Atoms 1-6, force components in eV/Å:
0.1 0.1 -0.2
-0.1 -0.3 0.1
0.2 0.1 -0.2
-0.3 -0.1 -0.1
0.0 0.2 0.0
-0.4 0.0 -0.3

Calculated values
- Net charge: 0
- Molecular weight: 234.311 Da
- SMILES string: CCO[C@]1(F)COC(=O)C1.CCCCCC
- Orbital gap: 11.225 eV
- Spin multiplicity: 1
- E_HOMO: -10.6 eV

Here are the natural (NBO) charges for atoms 1 to 4, given in e:
1. C -0.63
2. C -0.07
3. O -0.52
4. C 0.59